Entry from the Open Molecules 2025 dataset: the molecule C6H10BNO2 (ωB97M-V with the def2-TZVPD basis set).

The geometry in XYZ format:
```
20
Properties=species:S:1:pos:R:3:forces:R:3
O 1.915134 0.495936 1.314715 0.050 0.392 4.665
O 1.432301 2.246801 -0.088912 0.709 2.077 0.949
N 1.049507 -2.137768 -0.080934 -0.779 -1.003 1.455
C 1.304303 -1.364387 -1.172155 0.145 -0.731 0.819
C 0.107709 -1.904747 0.741695 0.546 -0.489 0.857
C -1.357718 -0.149346 -0.305765 -1.112 -0.890 -0.143
C -2.572823 0.675554 -0.214861 -0.159 4.187 0.606
C -0.940231 -0.885769 0.741851 0.019 0.890 -1.111
C 1.612420 -0.095288 -1.122316 0.518 2.047 0.250
B 1.684159 0.907060 0.092709 -0.820 0.382 -2.174
H -2.968401 0.720465 0.836326 0.281 -0.063 -0.952
H 1.679270 1.212659 2.009241 0.766 -1.964 -1.711
H -1.412518 -0.667730 1.699355 -0.167 -0.477 -0.145
H -3.475842 0.588697 -0.906940 1.633 -0.375 0.573
H 0.046070 -2.553550 1.648832 0.246 0.295 -0.751
H 1.410426 -1.952857 -2.046901 -0.189 -0.277 -1.101
H 1.732625 2.842899 0.688070 -0.847 -1.616 -2.024
H -2.084666 1.794623 -0.436793 -1.690 -2.363 0.494
H 1.772546 0.287153 -2.094682 0.485 0.766 -0.911
H -0.934271 -0.060408 -1.302528 0.365 -0.786 0.356
```
Forces are in eV/Å.

Calculated values
- orbital gap (hartree) = 0.3185
- structure (SMILES) = C/C=C/C=N\C=C/B(O)O
- relative energy (zero: lowest compared OMol25 entry of this formula, charge and spin) (kJ/mol) = 171.75
- E_LUMO (eV) = 0.2207

Now the Löwdin charges, all in e: 0.178, 0.120, 0.077, -0.207, -0.155, -0.178, -0.122, -0.086, 0.009, -0.773, 0.073, 0.166, 0.106, 0.091, 0.119, 0.109, 0.146, 0.137, 0.081, 0.109

Entry from the Open Molecules 2025 dataset: a cluster of 3 separate species, HIN3P in total (ωB97M-V with the def2-TZVPD basis set).

The geometry in XYZ format:
```
6
Properties=species:S:1:pos:R:3:forces:R:3
I 0.846804 -0.061593 0.188166 -0.167 1.170 1.016
P 4.218066 1.688695 -0.514983 -0.076 0.915 -0.840
N 3.531523 -1.542387 -0.422029 2.430 0.793 1.151
N 4.387065 1.184397 0.845829 0.069 0.659 1.026
N 4.412606 -1.092498 0.080545 -1.963 -2.574 -1.424
H 1.191974 1.118039 1.339198 -0.293 -0.962 -0.928
```
Forces are in eV/Å.

Calculated values
- orbital gap (hartree) = 0.3547
- structure (SMILES) = N#N.N#P.I
- relative energy (zero: lowest compared OMol25 entry of this formula, charge and spin) (kJ/mol) = 180.13
- E_LUMO (eV) = -0.2500

Now the Löwdin charges, all in e: 0.325, 0.607, -0.061, -0.541, -0.058, -0.273